{
  "formula": "C22H32N4NbO8S2",
  "method": "ωB97M-V/def2-TZVPD",
  "species": ["Nb", "N", "C", "C", "C", "N", "C", "C", "N", "C", "H", "H", "H", "H", "H", "H", "H", "H", "H", "H", "H", "H", "H", "H", "H", "H", "O", "S", "O", "O", "C", "C", "C", "C", "C", "C", "S", "O", "O", "O", "H", "H", "H", "H", "C", "C", "O", "O", "H", "H", "H", "C", "C", "C", "C", "C", "C", "C", "C", "N", "H", "H", "H", "H", "H", "H", "H", "H", "H"],
  "positions_angstrom": [[-6.119462, -4.056355, 16.079256], [-8.230582, -7.157925, 18.888315], [-7.140626, -6.068944, 19.017967], [-7.539018, -4.894736, 19.889481], [-6.482990, -3.775986, 19.642061], [-6.527549, -3.297019, 18.229171], [-5.053718, -4.182403, 19.995640], [-4.667431, -5.368260, 19.124380], [-4.506855, -4.931173, 17.721419], [-5.749284, -6.517225, 19.403584], [-9.128479, -6.683614, 18.963576], [-8.160330, -7.934076, 19.610367], [-8.127781, -7.536939, 17.884981], [-7.132432, -5.672205, 17.988317], [-7.509311, -5.271045, 20.924334], [-8.574337, -4.562180, 19.721867], [-6.788319, -2.914955, 20.259212], [-6.025872, -2.411893, 18.127752], [-7.490782, -2.980567, 18.067787], [-4.943614, -4.531681, 21.012651], [-4.353868, -3.356949, 19.860406], [-3.697856, -5.792300, 19.429629], [-3.995563, -5.671299, 17.175264], [-3.909087, -4.116255, 17.695210], [-5.736535, -6.738520, 20.462788], [-5.491717, -7.417423, 18.820345], [-3.758706, -0.070226, 16.536479], [-3.715579, -1.513669, 16.279461], [-2.927180, -2.414569, 17.153123], [-5.231880, -2.045738, 16.339728], [-3.178395, -1.573765, 14.505222], [-2.470864, -0.471492, 14.050823], [-1.863472, -0.449429, 12.772081], [-2.022602, -1.512293, 11.890284], [-2.832863, -2.573146, 12.274456], [-3.335748, -2.655406, 13.579357], [-4.227575, -4.132632, 13.952370], [-3.951480, -4.436449, 15.399231], [-3.865499, -5.089761, 12.943098], [-5.703136, -3.752653, 13.983697], [-2.398208, 0.363952, 14.713715], [-1.306954, 0.467733, 12.543477], [-1.515317, -1.547334, 10.922471], [-3.140020, -3.387356, 11.627368], [-5.977155, -8.090437, 14.481514], [-6.659265, -7.349989, 15.632142], [-7.516702, -7.823720, 16.390988], [-6.298095, -6.040413, 15.717616], [-6.483458, -9.008026, 14.169816], [-4.950236, -8.287415, 14.850937], [-5.965339, -7.427748, 13.606012], [-8.514943, -0.688741, 16.378274], [-9.449694, -1.815790, 15.983413], [-10.816373, -1.780223, 16.277118], [-11.676125, -2.738219, 15.754002], [-11.189355, -3.772729, 14.944929], [-9.823344, -3.908154, 14.708931], [-9.131609, -5.013917, 13.958690], [-8.959198, -2.989147, 15.396021], [-7.796709, -3.451889, 15.774355], [-8.737269, 0.250929, 15.874600], [-7.525242, -0.961089, 16.079492], [-8.553694, -0.478038, 17.440785], [-11.243967, -1.023810, 16.944867], [-12.734112, -2.663763, 15.897144], [-11.852543, -4.519905, 14.472182], [-9.711781, -5.418287, 13.099985], [-8.966761, -5.873963, 14.622577], [-8.127049, -4.721011, 13.595794]],
  "atomic_forces_ev_per_a": [[-1.026, 1.323, -1.003], [1.110, -0.506, 0.721], [-0.580, 0.838, -1.198], [0.226, -0.533, 0.287], [-0.382, 0.685, 0.725], [-1.541, 0.624, 0.434], [-0.022, -0.541, -0.522], [-0.135, -0.776, 0.275], [-0.192, -2.233, -0.330], [0.577, -0.035, -1.631], [-0.156, -0.250, 0.104], [-0.174, 1.217, -1.108], [0.161, 0.096, 0.502], [0.120, -0.472, 0.255], [0.131, 0.605, -0.004], [0.329, 0.176, -0.227], [0.174, -0.320, -0.027], [0.364, -0.113, 0.246], [0.139, -0.151, 0.035], [-0.305, 0.232, 0.480], [-0.085, 0.115, -0.081], [-0.350, 0.150, 0.262], [-0.672, 1.070, 0.707], [0.577, 0.421, 0.016], [0.248, -0.197, 0.292], [0.098, 0.204, 0.314], [0.311, -2.432, -0.001], [-1.588, 0.260, 0.791], [-0.911, 1.588, -1.484], [1.934, -0.182, -0.822], [0.121, -1.247, -0.390], [-0.023, -0.487, -0.474], [-0.337, 0.276, 0.746], [0.150, 0.328, 0.039], [-0.473, -0.368, 0.976], [-0.001, 0.932, 0.398], [0.400, 0.337, -0.197], [-0.152, -0.128, -1.663], [-0.555, 0.232, 1.051], [0.460, -0.389, 0.549], [0.213, 0.408, 0.172], [-0.100, -0.630, -0.210], [-0.342, 0.222, 0.296], [0.544, 0.133, -0.185], [-0.125, 0.448, 0.568], [-0.704, 1.957, -0.255], [1.106, 0.144, -0.541], [-0.488, -1.902, 0.387], [0.079, 0.089, 0.565], [-0.426, 0.007, -0.576], [0.352, -0.026, 0.381], [-0.493, -0.544, 0.005], [-0.714, 0.654, 0.731], [-0.253, 0.170, -0.327], [0.486, -0.446, -0.393], [0.235, -0.392, -0.871], [0.350, 0.688, 0.781], [-0.136, -0.769, -0.459], [-3.475, -0.007, -0.501], [5.653, -1.751, 0.328], [-0.303, -0.100, -0.137], [0.828, -0.022, 0.058], [0.086, 0.023, 0.321], [0.328, 0.043, -0.514], [-0.390, 0.015, 0.310], [0.185, 0.640, 0.356], [0.198, 0.498, 0.545], [-0.014, 0.070, -0.009], [-0.652, 0.029, 0.133]],
  "nbo_charge": [1.8715, -0.7211, -0.0334, -0.4298, -0.0385, -0.8394, -0.4321, -0.0226, -0.8601, -0.4350, 0.4308, 0.4369, 0.4940, 0.2187, 0.2253, 0.2246, 0.2247, 0.4507, 0.4118, 0.2330, 0.2447, 0.2163, 0.4164, 0.4424, 0.2235, 0.2320, -0.9067, 2.3372, -0.9502, -1.0116, -0.2907, -0.1757, -0.1713, -0.1918, -0.1768, -0.2796, 2.3852, -0.9697, -0.8912, -0.9031, 0.2577, 0.2380, 0.2399, 0.2548, -0.7230, 0.8770, -0.6895, -0.7724, 0.2488, 0.2516, 0.2607, -0.6518, 0.0006, -0.2157, -0.2095, -0.2163, 0.0019, -0.6501, 0.1235, -0.6448, 0.2432, 0.2329, 0.2106, 0.2196, 0.2210, 0.2188, 0.2349, 0.2105, 0.2376],
  "relative_energy_kj_mol": 0.00,
  "total_charge": 1,
  "total_energy_ha": -2531.741657
}